Molecular formula: H6N3PS
Method: DFT, ωB97M-V with the def2-TZVPD basis set

Energy relative to the best compared isomer or geometry (same formula, charge and spin): 2.2739 eV
LUMO energy (spin up / spin down): 0.4 / -3.5 eV
Frontier orbital gap (spin up / spin down): 5.7 / 5.8 eV
Spin multiplicity: 3

Cartesian coordinates (Å):
H: 0.037 1.300 -0.173
N: 1.439 -1.581 0.489
H: 1.786 -0.610 0.590
H: 1.605 -1.603 -0.509
H: -1.423 1.750 -0.964
S: -1.556 -2.647 0.206
N: -0.847 0.903 -0.708
N: -0.044 -0.526 2.207
H: -0.888 -0.377 2.620
P: -0.173 -1.450 0.976
H: -0.547 0.375 -1.485

Molecular formula: H6NP2S
Method: DFT, ωB97M-V with the def2-TZVPD basis set

Net charge: +1
Energy relative to the best compared isomer or geometry (same formula, charge and spin): 1.2937 eV
LUMO energy: -4.6 eV
Frontier orbital gap: 9.5 eV

Cartesian coordinates (Å):
H: -1.122 1.788 0.867
H: -0.713 0.025 2.204
N: 0.846 -0.906 -1.421
H: 1.168 -1.874 -1.396
H: -1.256 -1.848 -0.361
S: 1.612 1.093 1.199
P: -0.555 -0.725 -0.816
H: -1.433 0.029 -1.599
H: 1.658 1.694 0.016
P: -0.357 0.639 1.015

Molecular formula: H6NP3
Method: DFT, ωB97M-V with the def2-TZVPD basis set

Energy relative to the best compared isomer or geometry (same formula, charge and spin): 3.4333 eV
LUMO energy: 0.3 eV
Frontier orbital gap: 8.7 eV

Cartesian coordinates (Å):
H: 1.773 -0.724 1.789
H: 1.084 0.871 -1.573
P: 0.012 0.045 -2.076
P: -0.477 -0.111 0.078
H: 0.344 2.039 0.423
P: 0.981 -1.590 0.924
H: -1.123 1.039 -2.193
H: -1.687 -0.678 0.033
H: 0.039 -2.160 1.942
N: -0.947 1.268 0.652

Molecular formula: H6NP3
Method: DFT, ωB97M-V with the def2-TZVPD basis set

Energy relative to the best compared isomer or geometry (same formula, charge and spin): 1.5693 eV
LUMO energy: 0.8 eV
Frontier orbital gap: 9.1 eV

Cartesian coordinates (Å):
H: -2.066 -2.521 1.378
H: 1.420 1.005 -1.656
P: 1.683 0.819 -0.416
N: 1.046 -0.333 0.358
P: -0.427 -0.126 1.219
H: 1.776 1.974 0.299
H: -0.116 -0.750 2.479
P: -1.654 -1.739 0.285
H: 2.939 0.520 -0.850
H: -0.706 -2.688 -0.170

Molecular formula: H6NPSi
Method: DFT, ωB97M-V with the def2-TZVPD basis set

Energy relative to the best compared isomer or geometry (same formula, charge and spin): 4.6916 eV
LUMO energy (spin up / spin down): -1.5 / -1.6 eV
Frontier orbital gap (spin up / spin down): 6.9 / 6.7 eV

Cartesian coordinates (Å):
H: -0.852 -1.849 1.348
Si: -1.237 -0.908 0.100
H: 1.266 -0.589 -1.593
P: 0.939 -0.689 -0.303
H: -0.654 2.021 -0.399
N: 1.803 0.485 0.302
H: -0.816 2.807 0.138
H: -2.097 -1.906 -0.885
H: 1.648 0.627 1.293

Molecular formula: H6O2S2
Method: DFT, ωB97M-V with the def2-TZVPD basis set

Energy relative to the best compared isomer or geometry (same formula, charge and spin): 0.3118 eV
SMILES: SS.O.O
LUMO energy: 0.2 eV
Frontier orbital gap: 9.3 eV

Cartesian coordinates (Å):
H: -0.296 0.846 2.103
H: -2.077 0.471 -1.615
O: 0.749 -1.088 -1.892
S: 0.241 0.163 3.137
O: -1.414 0.845 -1.015
H: -1.830 1.715 -0.952
S: 2.128 -0.119 2.623
H: 2.134 -1.049 1.641
H: 0.146 -1.367 -2.586
H: 0.221 -0.415 -1.443

Molecular formula: H6O2S2
Method: DFT, ωB97M-V with the def2-TZVPD basis set

Energy relative to the best compared isomer or geometry (same formula, charge and spin): 0.3496 eV
SMILES: SS.O.O
LUMO energy: 0.4 eV
Frontier orbital gap: 9.7 eV

Cartesian coordinates (Å):
H: 0.190 1.346 -1.078
O: -0.613 1.810 -1.311
O: -0.278 -1.767 -2.248
H: 1.632 -0.757 1.634
H: -0.988 0.582 3.318
S: 1.487 0.083 2.673
S: -0.223 -0.481 3.613
H: 0.388 -2.086 -2.846
H: -0.914 -1.395 -2.870
H: -0.681 2.665 -0.886

Molecular formula: H6O3
Method: DFT, ωB97M-V with the def2-TZVPD basis set

Net charge: -1
Energy relative to the best compared isomer or geometry (same formula, charge and spin): 0.1541 eV
LUMO energy (spin up / spin down): 4.4 / 4.3 eV
Frontier orbital gap (spin up / spin down): 3.6 / 11.2 eV
Spin multiplicity: 2

Cartesian coordinates (Å):
H: 10.675 -22.706 -16.174
O: 11.405 -23.150 -15.743
O: 12.857 -24.642 -12.944
O: 12.353 -25.543 -17.215
H: 11.689 -24.941 -16.880
H: 12.799 -24.004 -13.656
H: 12.504 -25.450 -13.316
H: 12.094 -22.488 -15.694
H: 12.145 -25.637 -18.145

Molecular formula: H6O3
Method: DFT, ωB97M-V with the def2-TZVPD basis set

Energy relative to the best compared isomer or geometry (same formula, charge and spin): 2.0834 eV
SMILES: O.O.O
LUMO energy: 0.6 eV
Frontier orbital gap: 11.5 eV

Cartesian coordinates (Å):
O: 0.514 -1.552 1.927
H: -0.747 1.266 -3.142
H: 1.168 -1.869 2.295
H: -0.093 -2.125 1.621
O: 0.187 0.555 0.129
H: -0.266 1.113 -1.872
H: -0.109 1.158 0.648
O: -0.996 1.637 -2.366
H: 0.340 -0.179 0.759

Molecular formula: H6O3
Method: DFT, ωB97M-V with the def2-TZVPD basis set

Energy relative to the best compared isomer or geometry (same formula, charge and spin): 2.9874 eV
LUMO energy: 0.4 eV
Frontier orbital gap: 10.2 eV

Cartesian coordinates (Å):
H: 0.513 -1.891 0.998
H: -0.312 -0.624 0.924
H: -0.602 1.085 -1.802
O: 0.120 0.483 0.767
O: 0.144 0.764 -1.297
H: -0.076 0.636 -0.157
H: 0.118 -0.187 -1.408
H: 0.482 1.314 1.076
O: -0.386 -1.578 0.898

Molecular formula: H6O3
Method: DFT, ωB97M-V with the def2-TZVPD basis set

Energy relative to the best compared isomer or geometry (same formula, charge and spin): 0.4094 eV
SMILES: O.O.O
LUMO energy: 0.4 eV
Frontier orbital gap: 11.0 eV

Cartesian coordinates (Å):
O: -1.678 -0.490 -0.082
H: -1.331 -0.172 0.761
O: 1.624 -1.385 -0.420
O: 0.781 1.375 0.125
H: 1.164 1.924 0.820
H: 1.073 -1.833 -1.070
H: -0.127 1.690 0.017
H: -2.634 -0.530 0.038
H: 1.128 -0.579 -0.190

Molecular formula: H6O3
Method: DFT, ωB97M-V with the def2-TZVPD basis set

Energy relative to the best compared isomer or geometry (same formula, charge and spin): 4.4917 eV
LUMO energy: 0.2 eV
Frontier orbital gap: 8.7 eV

Cartesian coordinates (Å):
O: -0.314 -1.125 -1.042
O: -0.270 1.656 1.169
H: -0.340 -1.477 -1.932
O: 0.482 0.082 0.451
H: -0.280 -0.140 -0.084
H: 0.291 0.881 1.173
H: 0.216 2.302 0.657
H: -0.948 -1.653 -0.557
H: 1.162 -0.527 0.165

Molecular formula: H6O3
Method: DFT, ωB97M-V with the def2-TZVPD basis set

Energy relative to the best compared isomer or geometry (same formula, charge and spin): 0.6195 eV
SMILES: O.O.O
LUMO energy: 0.7 eV
Frontier orbital gap: 12.1 eV

Cartesian coordinates (Å):
H: 0.708 -1.352 0.853
O: -2.598 -2.760 -2.535
H: -2.274 -3.626 -2.286
O: 0.199 -0.567 1.056
H: 2.774 4.379 1.296
O: 2.325 4.177 2.117
H: -2.411 -2.694 -3.471
H: -0.714 -0.846 0.976
H: 1.991 3.289 1.995

Molecular formula: H6O3
Method: DFT, ωB97M-V with the def2-TZVPD basis set

Energy relative to the best compared isomer or geometry (same formula, charge and spin): 0.4690 eV
SMILES: O.O.O
LUMO energy: 0.4 eV
Frontier orbital gap: 11.1 eV

Cartesian coordinates (Å):
H: -1.929 1.929 -1.940
O: -2.232 2.093 -1.044
H: 0.279 1.113 0.539
H: 1.587 -2.647 1.932
H: -1.724 1.467 -0.516
O: 0.062 0.681 -0.292
O: 1.272 -2.276 1.103
H: 0.638 -0.088 -0.318
H: 2.048 -2.271 0.536

Molecular formula: H6O3
Method: DFT, ωB97M-V with the def2-TZVPD basis set

Energy relative to the best compared isomer or geometry (same formula, charge and spin): 0.6227 eV
SMILES: O.O.O
LUMO energy: 0.7 eV
Frontier orbital gap: 12.2 eV

Cartesian coordinates (Å):
O: 3.152 0.563 3.496
H: -1.540 2.480 -0.780
H: -0.058 2.415 -0.476
H: -1.842 -1.981 -2.347
H: 2.213 0.616 3.672
H: -1.987 -2.949 -3.502
H: 3.308 -0.361 3.300
O: -0.819 1.862 -0.656
O: -2.428 -2.646 -2.708

Molecular formula: H6O3
Method: DFT, ωB97M-V with the def2-TZVPD basis set

Energy relative to the best compared isomer or geometry (same formula, charge and spin): 0.3193 eV
SMILES: O.O.O
LUMO energy: 0.4 eV
Frontier orbital gap: 11.0 eV

Cartesian coordinates (Å):
O: -2.377 -0.879 -0.914
H: 0.776 -1.360 -0.822
H: -2.642 -0.401 -1.706
O: 0.352 -0.496 -0.798
H: 2.202 1.115 2.084
H: 0.901 1.626 1.467
H: 0.696 -0.071 0.008
H: -1.502 -0.499 -0.672
O: 1.594 0.963 1.353

Molecular formula: H6S2Si2
Method: DFT, ωB97M-V with the def2-TZVPD basis set

Energy relative to the best compared isomer or geometry (same formula, charge and spin): 1.7314 eV
LUMO energy: -1.4 eV
Frontier orbital gap: 6.7 eV

Cartesian coordinates (Å):
H: 3.381 0.372 -1.222
S: -1.630 1.279 0.318
Si: 3.010 0.290 0.177
H: -2.180 -1.570 0.746
Si: -2.703 -0.521 -0.115
H: 3.032 -1.041 0.759
H: -4.050 -0.099 0.225
H: -2.541 -0.840 -1.525
S: 0.330 0.744 -0.427
H: 3.351 1.386 1.064

Molecular formula: H6S3
Method: DFT, ωB97M-V with the def2-TZVPD basis set

Energy relative to the best compared isomer or geometry (same formula, charge and spin): 0.2182 eV
SMILES: S.S.S
LUMO energy: 0.6 eV
Frontier orbital gap: 10.4 eV

Cartesian coordinates (Å):
H: 3.330 0.985 2.925
H: 0.057 2.570 0.763
S: -0.644 2.100 -0.277
S: -1.675 -2.937 -3.727
S: 2.184 0.781 3.570
H: -0.406 -3.221 -3.391
H: -2.216 -3.483 -2.619
H: 1.239 0.737 2.621
H: -1.869 2.468 0.134

Molecular formula: H7IP6
Method: DFT, ωB97M-V with the def2-TZVPD basis set

LUMO energy (spin up / spin down): 0.4 / -3.2 eV
Frontier orbital gap (spin up / spin down): 8.0 / 5.2 eV
Spin multiplicity: 3

Cartesian coordinates (Å):
P: -1.685 0.980 0.110
P: 0.398 -1.803 -0.965
P: 1.170 -0.710 0.752
H: 3.573 -1.757 0.651
H: -3.630 2.469 -0.907
P: 0.498 1.277 0.574
P: 3.188 -0.408 0.091
I: -5.017 -0.499 0.119
H: -1.617 0.335 -1.018
P: -2.229 2.851 -0.665
H: -2.078 3.473 0.513
H: -0.876 -1.795 -0.504
H: 1.085 -3.007 -0.516
H: 3.602 0.280 1.182

Molecular formula: H7N3P2
Method: DFT, ωB97M-V with the def2-TZVPD basis set

Energy relative to the best compared isomer or geometry (same formula, charge and spin): 6.6931 eV
LUMO energy (spin up / spin down): 0.0 / 0.0 eV
Frontier orbital gap (spin up / spin down): 8.1 / 8.1 eV

Cartesian coordinates (Å):
H: 0.592 2.122 -1.225
N: 0.548 1.245 -0.523
H: -1.373 -2.756 -0.154
H: -0.126 -1.245 0.716
P: 1.820 0.135 -0.162
H: 2.553 0.441 -1.238
P: -1.127 -1.245 -0.180
H: -1.367 1.459 -0.508
N: -1.187 -0.753 -1.686
N: -0.663 0.806 -0.257
H: -2.386 -0.826 0.566
H: 2.574 1.179 0.679

Results for strongest force on any atom: 0.089; 0.017; 0.114; 0.082; 0.084; 0.036; 0.020; 0.031; 0.247; 0.138; 0.008; 0.193; 0.006; 0.006; 0.006; 0.017; 0.061; 0.025; 0.072; 0.090 (in Eh/bohr, following the order of the records).